{
  "formula": "C18H34O4",
  "method": "ωB97M-V/def2-TZVPD",
  "elements": ["C", "C", "C", "C", "C", "C", "O", "C", "O", "O", "C", "O", "C", "C", "C", "C", "C", "C", "C", "C", "C", "C", "H", "H", "H", "H", "H", "H", "H", "H", "H", "H", "H", "H", "H", "H", "H", "H", "H", "H", "H", "H", "H", "H", "H", "H", "H", "H", "H", "H", "H", "H", "H", "H", "H", "H"],
  "xyz": [[-3.04107, -1.85366, -2.38814], [-1.43144, -1.93907, -2.62731], [-0.59896, -1.75746, -1.25227], [0.99170, -1.51946, -1.50385], [1.37967, -2.27073, -2.90147], [1.37708, 0.01990, -1.71701], [2.75205, 0.05335, -2.21098], [3.52190, 0.36891, -1.05357], [4.73055, 0.10368, -1.03768], [2.68343, 0.93025, -0.05131], [1.26930, 1.04595, -0.48671], [0.39146, 0.75225, 0.59665], [0.96577, -0.15206, 1.56979], [-0.29930, -0.82609, 2.34474], [-0.16987, -2.44346, 2.42289], [-0.60861, -0.15465, 3.76588], [-2.18816, -0.43904, 4.05896], [-0.43348, 1.43274, 3.81758], [1.25609, 2.53067, -1.08155], [1.66587, 3.56081, 0.09062], [-0.12313, 3.01640, -1.73301], [-1.32140, 1.96098, -1.72843], [-3.44328, -1.03949, -3.07923], [-3.30268, -1.67872, -1.28970], [-3.53536, -2.84259, -2.71647], [-1.26221, -2.97776, -3.09684], [-1.09021, -1.16278, -3.40977], [-1.05315, -0.97427, -0.56161], [-0.70115, -2.76466, -0.69582], [1.63192, -2.05860, -0.71090], [0.93452, -3.31774, -2.96473], [1.12823, -1.59554, -3.78036], [2.52139, -2.42526, -2.83651], [0.79657, 0.27046, -2.68125], [1.55153, -1.02489, 1.13710], [1.67050, 0.37135, 2.31857], [-1.22066, -0.63821, 1.67434], [0.70649, -2.85308, 1.82236], [-0.02800, -2.81739, 3.50165], [-1.12110, -2.92272, 1.98044], [-0.01354, -0.72402, 4.56399], [-2.50959, 0.26337, 4.90556], [-2.75249, -0.06398, 3.12508], [-2.39913, -1.53638, 4.27797], [-0.49548, 1.73145, 4.93193], [-1.30431, 1.99467, 3.31091], [0.57281, 1.80930, 3.44317], [2.05043, 2.55779, -1.91656], [1.01278, 3.43691, 1.02147], [1.59605, 4.61132, -0.35816], [2.76293, 3.43575, 0.42246], [0.06117, 3.35127, -2.81711], [-0.46919, 3.96929, -1.18166], [-1.17815, 1.06182, -2.41796], [-1.63942, 1.61710, -0.67515], [-2.24770, 2.51602, -2.14103]],
  "forces_ev_per_a": [[0.5, -0.3, -0.6], [-0.6, -0.1, 0.2], [0.3, -1.0, -0.1], [-0.5, -0.9, -0.9], [1.4, 0.1, 1.3], [-1.7, -1.7, -1.7], [0.2, 1.2, 3.7], [1.3, -1.1, -1.1], [-4.3, 1.6, 0.8], [1.7, -1.2, -1.2], [1.9, 0.2, -2.0], [2.1, 0.2, -1.2], [-0.5, -1.7, 1.8], [0.1, 0.1, -0.6], [-0.3, 0.0, 0.2], [-1.4, -0.5, -0.5], [0.7, 1.0, -0.3], [-0.1, 0.0, 1.1], [-0.6, 0.7, 0.8], [0.8, 0.0, -0.5], [-0.4, 0.1, -0.1], [-1.1, 0.7, -0.1], [0.3, -1.0, 1.3], [0.3, 0.0, -1.6], [0.8, 1.6, 0.6], [0.1, 1.7, 0.8], [-0.7, -1.1, 1.2], [0.6, -0.8, -1.1], [0.2, 1.5, -0.7], [-1.1, 1.1, -0.9], [0.3, 1.6, 0.0], [0.3, -1.2, 1.0], [-1.8, 0.4, -0.5], [0.5, 0.3, 1.9], [-0.7, 1.4, 0.1], [-1.2, -0.6, -1.3], [1.5, 0.0, 1.0], [-1.1, 0.7, 0.7], [-0.3, 0.6, -1.6], [1.5, 0.7, 0.9], [-0.6, 1.2, -1.0], [0.3, -1.4, -0.9], [0.7, -0.8, 1.4], [0.1, 1.5, -0.3], [0.1, -0.4, -1.7], [1.5, -1.0, 0.5], [-1.4, -0.5, 0.3], [-1.1, -0.2, 1.5], [0.7, 0.3, -1.5], [-0.1, -1.4, 0.9], [-1.7, 0.0, -0.6], [-0.2, -0.6, 1.6], [0.5, -1.6, -0.8], [0.0, 1.2, 1.1], [0.8, 0.4, -1.6], [1.4, -0.9, 0.6]],
  "e_lumo_ev": 0.729,
  "homo_energy_ev": -10.102,
  "spin_multiplicity": 1,
  "total_charge": 0,
  "orbital_gap_ev": 10.83
}



{
  "formula": "C18H35AgO8",
  "method": "ωB97M-V/def2-TZVPD",
  "elements": ["Ag", "C", "C", "O", "H", "H", "H", "H", "H", "C", "C", "C", "O", "C", "O", "O", "H", "H", "H", "H", "H", "H", "C", "C", "O", "C", "H", "H", "H", "H", "H", "H", "C", "C", "O", "C", "H", "H", "H", "H", "H", "H", "C", "C", "O", "C", "H", "H", "H", "H", "H", "H", "C", "C", "O", "C", "H", "H", "H", "H", "H", "H"],
  "xyz": [[-3.45441, 0.20068, 2.67132], [-0.18468, -1.43135, 0.03146], [-0.80356, -1.91445, 1.38284], [-2.06806, -1.41552, 1.80338], [-0.91767, -1.48337, -0.77359], [0.70325, -2.02172, -0.19468], [0.01864, -0.36084, 0.00398], [0.06466, -1.61635, 1.97057], [-0.85082, -3.00067, 1.30552], [-0.46708, 3.71823, -4.95075], [0.03680, 2.36950, -4.45214], [1.38630, 1.76437, -4.89438], [1.87362, 1.13489, -3.68706], [1.22600, 1.68577, -2.65344], [1.59875, 1.65326, -1.45451], [0.12087, 2.38092, -3.08019], [-0.62057, 3.87126, -6.01899], [0.14292, 4.55181, -4.60269], [-1.41893, 3.85617, -4.43786], [-0.71702, 1.63208, -4.72794], [2.10117, 2.43563, -5.37027], [1.30166, 1.02308, -5.68901], [-3.46765, -0.61473, -1.50212], [-3.69473, 0.67530, -0.75866], [-3.85512, 0.66526, 0.45800], [-3.66759, 1.91632, -1.55654], [-2.48837, -0.44570, -1.94995], [-4.23104, -0.65463, -2.27912], [-3.58594, -1.39050, -0.74562], [-4.42754, 2.58713, -1.15581], [-3.67674, 1.86992, -2.64552], [-2.74873, 2.40592, -1.23393], [0.10202, 2.51827, 3.31449], [-0.99623, 2.40581, 2.22700], [-2.19755, 2.11991, 2.51472], [-0.48015, 2.50819, 0.79825], [-0.30454, 2.39441, 4.31821], [0.51147, 3.52569, 3.24004], [0.79780, 1.69505, 3.15227], [-0.63054, 3.54021, 0.48138], [-0.92439, 1.77731, 0.12255], [0.59021, 2.30220, 0.79644], [3.69319, -1.06745, 0.03865], [4.68181, -0.39507, -0.89825], [4.94999, 0.78664, -0.74357], [5.50527, -1.27716, -1.88973], [2.98664, -0.33065, 0.42076], [4.13074, -1.63413, 0.86055], [3.22650, -1.86716, -0.53647], [5.58562, -2.28388, -1.47966], [6.52850, -0.90173, -1.87717], [5.01412, -1.39589, -2.85554], [0.49424, -3.69079, 4.51179], [-0.55837, -4.67875, 4.94749], [-0.39416, -5.89478, 4.91900], [-1.83837, -4.00569, 5.36856], [0.30539, -3.11442, 3.60612], [1.35828, -4.26083, 4.17035], [0.92003, -3.07163, 5.30137], [-2.43077, -4.70013, 5.96431], [-2.33381, -3.88416, 4.40530], [-1.52144, -3.16694, 5.98836]],
  "forces_ev_per_a": [[0.0, 0.2, 0.0], [-1.9, 0.6, -0.3], [0.1, 0.9, -1.9], [2.3, -0.7, -0.5], [0.1, -0.7, -0.2], [-0.1, 0.1, 0.0], [0.6, 0.0, 0.5], [-0.6, -0.2, 1.6], [-0.2, -0.2, 0.7], [0.2, 0.5, 0.7], [-0.3, -0.6, -2.7], [-0.1, -0.1, -1.0], [-0.2, 0.7, 0.0], [1.1, 0.7, 3.7], [-1.7, -0.3, -4.4], [1.1, -0.3, 2.6], [0.1, -0.6, 0.0], [0.3, -0.1, 0.0], [-0.2, 0.1, -0.2], [-0.2, -0.1, 0.0], [0.3, 0.6, 0.9], [-0.5, -0.4, 0.4], [-0.6, 1.2, 0.8], [-0.3, -1.2, 0.3], [-0.2, 0.6, -0.9], [0.1, 1.3, 0.7], [0.1, -0.8, -0.2], [0.1, -0.3, -0.1], [0.5, -0.4, -0.6], [-0.2, 0.0, -0.3], [-0.1, -0.4, 0.2], [0.3, 0.2, -0.2], [-1.8, 0.1, -0.3], [-1.6, -1.6, 1.0], [3.1, 0.9, -0.7], [0.0, -0.1, 1.0], [-0.2, 0.1, -0.1], [0.6, -0.3, -0.1], [0.4, 0.4, -0.2], [-0.1, 0.0, -0.3], [-0.4, 0.3, 0.1], [0.0, 0.2, -0.1], [-0.3, -0.5, -0.8], [1.6, 0.8, 0.7], [-0.5, -1.2, -0.5], [-0.6, 0.0, 1.4], [0.0, -0.1, -0.1], [0.6, 0.4, 0.1], [-0.6, 0.1, -0.1], [-0.2, -0.2, 0.1], [-0.2, 0.3, -0.7], [0.3, 0.4, -0.1], [2.0, -0.9, -0.8], [0.1, -1.3, 0.0], [-0.1, 2.0, 0.0], [0.5, -1.5, 0.5], [-0.8, 0.3, 0.4], [0.1, -0.4, 0.2], [-0.6, 0.2, 0.1], [-0.1, 0.1, 0.0], [-0.3, 1.0, 0.2], [-0.7, 0.5, -0.5]],
  "e_lumo_ev": [-3.644, -5.835],
  "homo_energy_ev": [-11.310, -11.310],
  "spin_multiplicity": 2,
  "s_squared": 0.754,
  "total_charge": 1,
  "orbital_gap_ev": [7.67, 5.47]
}



{
  "formula": "C18H35N8O9P2PdS",
  "method": "ωB97M-V/def2-TZVPD",
  "elements": ["Pd", "O", "S", "O", "O", "O", "C", "C", "N", "C", "C", "N", "C", "O", "O", "C", "O", "O", "H", "H", "H", "H", "H", "C", "N", "C", "N", "C", "N", "C", "P", "C", "C", "H", "H", "H", "H", "H", "H", "H", "H", "H", "H", "H", "H", "C", "N", "C", "P", "O", "N", "C", "C", "N", "C", "C", "H", "H", "H", "H", "H", "H", "H", "H", "H", "H", "H", "H", "H", "H", "H", "H", "H", "H"],
  "xyz": [[0.47376, 0.01008, 0.77000], [1.99301, 2.60996, 0.01051], [2.81150, 1.31837, 0.05675], [4.20026, 1.54281, -0.11884], [2.46883, 0.61971, 1.34556], [2.15212, 0.46784, -1.00133], [1.53352, 3.21218, 3.14461], [0.30186, 2.39129, 3.25826], [-0.08686, 1.36179, 2.51579], [-1.27754, 0.91803, 3.04373], [-1.62750, 1.69622, 4.10535], [-0.62380, 2.61727, 4.21336], [-2.75845, 1.74671, 5.07586], [-3.68622, 0.82471, 4.95712], [-2.77356, 2.63104, 5.89416], [-1.90060, -0.31499, 2.51644], [-2.96250, -0.72757, 2.97107], [-1.20375, -0.91908, 1.61448], [2.29863, 2.66754, 2.60907], [1.90241, 3.45902, 4.13984], [1.33436, 4.14670, 2.61766], [-0.61011, 3.32157, 4.93762], [-3.47623, 0.18351, 4.22619], [-2.62399, 3.15257, -1.72281], [-1.64304, 4.04005, -1.11757], [-0.83599, 4.60869, -2.18930], [-0.22884, 3.56080, -3.02371], [-1.23737, 2.74330, -3.67304], [-1.95293, 2.14498, -2.55695], [-1.23709, 1.15240, -1.84198], [0.21570, 1.98397, -0.84022], [-0.81568, 3.34348, -0.12705], [0.84487, 2.85633, -2.40405], [-3.29522, 3.73149, -2.35674], [-3.19865, 2.64265, -0.95159], [-0.04112, 5.22408, -1.77136], [-1.47168, 5.22473, -2.82594], [-0.77704, 1.97614, -4.29220], [-1.90955, 3.36576, -4.25984], [-0.79923, 0.39618, -2.49251], [-1.86841, 0.67234, -1.09149], [-0.14057, 4.05532, 0.35138], [-1.45332, 2.92834, 0.65619], [1.29069, 2.11595, -3.06710], [1.60364, 3.55151, -2.05119], [-0.43678, -5.06978, 0.48953], [-0.65948, -3.79964, -0.18608], [-2.06639, -3.45643, -0.37344], [0.54675, -2.83251, -0.70970], [0.06137, -1.39261, -0.79455], [1.78705, -3.04482, 0.34338], [3.18134, -3.21508, -0.03792], [1.58376, -2.78125, 1.76526], [1.05333, -3.27139, -2.20579], [1.77488, -2.33314, -3.05478], [0.92204, -4.61457, -2.74262], [-0.94562, -5.87551, -0.04537], [-0.83195, -5.03565, 1.50847], [0.62547, -5.30082, 0.53371], [-2.56889, -4.23607, -0.95139], [-2.15229, -2.50954, -0.89582], [-2.56060, -3.35138, 0.59365], [3.25547, -3.55609, -1.06753], [3.63990, -3.96901, 0.60518], [3.74036, -2.28213, 0.06859], [0.52642, -2.60997, 1.97294], [2.15639, -1.90534, 2.08406], [1.91244, -3.63910, 2.35797], [1.91920, -1.38742, -2.53821], [1.22064, -2.15642, -3.98247], [2.75790, -2.73178, -3.32208], [0.28437, -5.21960, -2.10266], [1.89633, -5.10454, -2.83101], [0.46826, -4.57416, -3.73552]],
  "forces_ev_per_a": [[0.2, 0.0, -0.2], [-0.4, 0.1, 0.0], [0.1, -0.4, -0.2], [0.0, 0.1, 0.0], [0.0, 0.1, 0.0], [0.0, 0.0, 0.2], [0.0, 0.0, 0.0], [0.0, 0.0, 0.0], [0.0, 0.1, 0.1], [0.0, 0.0, 0.0], [0.0, 0.0, 0.0], [0.0, -0.1, 0.0], [-0.1, 0.0, 0.0], [0.0, 0.2, 0.2], [0.0, 0.0, 0.0], [0.1, -0.2, 0.2], [0.0, 0.0, -0.1], [-0.2, 0.1, -0.1], [0.1, -0.1, 0.0], [0.0, 0.0, 0.0], [0.0, 0.0, 0.0], [0.0, 0.0, 0.0], [0.0, -0.1, -0.1], [-0.1, 0.0, 0.1], [0.0, 0.0, 0.0], [0.0, 0.0, 0.0], [0.1, 0.1, 0.0], [0.0, 0.0, 0.0], [0.0, -0.1, 0.0], [-0.2, -0.1, -0.1], [0.3, 0.3, 0.4], [0.0, 0.1, 0.0], [0.0, -0.2, 0.0], [0.0, 0.0, 0.0], [0.0, 0.0, 0.0], [0.0, 0.0, 0.0], [0.0, 0.0, 0.0], [0.0, 0.0, 0.0], [0.0, 0.0, 0.0], [0.0, 0.0, 0.0], [0.0, 0.0, 0.0], [0.0, 0.0, 0.0], [0.0, 0.0, 0.0], [0.0, 0.0, 0.0], [0.0, 0.0, 0.0], [0.0, 0.0, 0.0], [0.1, 0.0, 0.1], [0.1, 0.0, 0.0], [0.0, 0.0, -0.1], [0.0, 0.0, -0.1], [-0.1, -0.1, 0.1], [0.0, 0.0, -0.1], [-0.1, -0.1, 0.0], [-0.1, 0.2, 0.0], [0.0, 0.0, -0.1], [0.0, 0.0, 0.0], [0.0, 0.0, 0.0], [0.0, 0.0, 0.0], [0.0, 0.0, 0.0], [0.0, 0.0, 0.0], [0.0, 0.0, 0.0], [0.0, 0.0, 0.0], [0.0, 0.0, 0.0], [0.0, 0.0, 0.0], [0.0, 0.0, 0.0], [0.0, 0.0, 0.0], [0.0, 0.0, 0.0], [0.0, 0.0, 0.0], [0.0, 0.0, 0.0], [0.0, 0.0, 0.0], [0.0, 0.0, 0.0], [0.0, 0.0, 0.0], [0.0, 0.0, 0.0], [0.0, 0.0, 0.0]],
  "e_lumo_ev": [-2.328, -6.388],
  "homo_energy_ev": [-11.411, -11.804],
  "spin_multiplicity": 5,
  "s_squared": 6.020,
  "total_charge": 1,
  "orbital_gap_ev": [9.08, 5.42]
}